[1]
This record from the Open Molecules 2025 dataset describes C20H25NO4 in the gas phase. The level of theory is ωB97M-V/def2-TZVPD.

* total charge: 0
* lowest unoccupied orbital energy: -0.09 eV
* HOMO-LUMO gap: 8.6 eV
* multiplicity: 1
* structure (SMILES): COc1ccccc1/C=C/C(=O)OCC(=O)NCCC1=CCCCC1
* ΔE to the lowest compared entry with this formula, charge and spin: 48.76 kcal/mol

Positions of all 50 atoms, in Å:
C: -5.398 -2.677 -1.610
O: -4.700 -1.610 -1.010
C: -5.254 -0.958 0.040
C: -6.479 -1.315 0.597
C: -7.010 -0.614 1.664
C: -6.329 0.468 2.195
C: -5.117 0.834 1.649
C: -4.544 0.143 0.576
C: -3.266 0.617 0.093
C: -2.454 0.062 -0.820
C: -1.174 0.653 -1.202
O: -0.385 0.120 -1.959
O: -0.946 1.851 -0.641
C: 0.232 2.555 -1.016
C: 1.469 2.144 -0.196
O: 2.019 2.916 0.560
N: 1.854 0.878 -0.413
C: 3.024 0.300 0.204
C: 4.172 0.142 -0.804
C: 5.382 -0.459 -0.142
C: 6.337 0.295 0.385
C: 7.551 -0.241 1.078
C: 7.749 -1.728 0.796
C: 6.421 -2.459 0.954
C: 5.433 -1.961 -0.096
H: -5.542 -3.508 -0.912
H: -6.366 -2.355 -2.003
H: -4.768 -3.009 -2.434
H: -7.032 -2.152 0.200
H: -7.961 -0.916 2.076
H: -6.742 1.020 3.025
H: -4.581 1.677 2.059
H: -2.932 1.537 0.557
H: -2.683 -0.864 -1.319
H: 0.435 2.392 -2.081
H: 0.021 3.608 -0.823
H: 1.362 0.332 -1.112
H: 3.332 0.973 1.008
H: 2.759 -0.671 0.631
H: 3.840 -0.497 -1.626
H: 4.413 1.128 -1.206
H: 6.256 1.373 0.342
H: 8.432 0.324 0.761
H: 7.438 -0.079 2.155
H: 8.497 -2.141 1.475
H: 8.110 -1.860 -0.226
H: 6.564 -3.537 0.851
H: 6.021 -2.265 1.951
H: 4.436 -2.357 0.109
H: 5.729 -2.333 -1.084

***

[2]
This record from the Open Molecules 2025 dataset describes C20H26As2BN7NiSe as an isolated structure. The level of theory is ωB97M-V/def2-TZVPD.

* total charge: 0
* lowest unoccupied orbital energy (spin up / spin down): 0.17 / 0.10 eV
* HOMO-LUMO gap (spin up / spin down): 7.4 / 7.3 eV
* multiplicity: 1
* ΔE to the lowest compared entry with this formula, charge and spin: 42.84 kcal/mol

Positions of all 58 atoms, in Å:
Ni: -0.025 0.232 0.262
C: 0.218 -3.998 0.329
C: 0.067 -2.816 -0.398
N: 0.104 -1.758 0.402
N: 0.275 -2.242 1.667
C: 0.354 -3.579 1.635
B: 0.467 -1.292 2.868
N: -0.795 -0.418 3.051
C: -1.522 -0.160 4.152
C: -2.558 0.680 3.797
C: -2.373 0.886 2.424
N: -1.311 0.223 1.982
N: 1.701 -0.427 2.531
C: 2.922 -0.401 3.086
C: 3.746 0.369 2.292
C: 2.922 0.780 1.239
N: 1.695 0.294 1.386
H: 0.234 -5.006 -0.046
H: -0.070 -2.683 -1.458
H: 0.504 -4.130 2.549
H: 0.658 -1.924 3.883
H: -1.252 -0.603 5.097
H: -3.334 1.075 4.431
H: -2.962 1.469 1.733
H: 3.115 -0.938 4.000
H: 4.788 0.591 2.442
H: 3.162 1.375 0.372
C: -1.600 3.562 0.227
As: 0.015 2.531 -0.015
C: 1.280 3.624 0.929
C: 0.447 2.804 -1.854
C: 1.036 3.994 -2.299
C: 1.323 4.146 -3.642
C: 1.009 3.114 -4.526
C: 0.412 1.950 -4.065
C: 0.129 1.762 -2.703
As: -1.166 0.225 -1.872
C: -2.579 1.204 -2.806
C: -2.533 -1.142 -1.304
H: -1.441 4.542 -0.219
H: -1.832 3.664 1.286
H: -2.426 3.062 -0.275
H: 1.037 4.670 0.756
H: 2.284 3.409 0.576
H: 1.220 3.397 1.992
H: 1.278 4.798 -1.612
H: 1.786 5.056 -4.002
H: 1.236 3.223 -5.580
H: 0.171 1.171 -4.778
H: -2.155 1.799 -3.605
H: -3.077 1.859 -2.088
H: -3.304 0.482 -3.174
H: -2.782 -1.844 -2.105
H: -3.423 -0.563 -1.042
H: -2.182 -1.681 -0.434
Se: -0.273 -1.310 -3.598
C: 1.529 -1.066 -3.224
N: 2.652 -0.949 -2.992

***

[3]
This record from the Open Molecules 2025 dataset describes C20H26AuBrN3O4SSe as an isolated structure. The level of theory is ωB97M-V/def2-TZVPD.

* total charge: +1
* lowest unoccupied orbital energy: -3.28 eV
* HOMO-LUMO gap: 8.5 eV
* multiplicity: 1
* ΔE to the lowest compared entry with this formula, charge and spin: 0.00 kcal/mol

Positions of all 57 atoms, in Å:
Au: -0.169 2.310 0.274
O: -1.575 -0.634 -1.723
S: -0.281 -0.395 -1.166
O: 0.811 -1.231 -1.569
O: 0.135 1.040 -1.243
O: -0.479 -0.798 0.510
Br: -0.937 6.309 5.550
C: -0.742 5.214 4.045
C: 0.432 5.241 3.308
C: 0.536 4.414 2.210
N: -0.453 3.589 1.830
C: -1.587 3.575 2.546
C: -1.771 4.370 3.657
H: 1.252 5.889 3.576
H: 1.430 4.406 1.603
H: -2.363 2.908 2.202
H: -2.701 4.330 4.203
C: -2.465 -3.265 3.791
C: -3.275 -3.982 2.718
C: -4.207 -3.046 1.950
C: -3.490 -2.140 0.954
N: -2.902 -2.909 -0.146
C: -1.612 -3.188 -0.351
Se: -0.138 -2.565 0.677
N: -1.470 -3.924 -1.456
C: -0.193 -4.389 -2.019
C: 0.481 -5.474 -1.189
C: -0.281 -6.789 -1.041
C: -1.480 -6.748 -0.096
C: -2.723 -4.104 -2.021
C: -3.136 -4.785 -3.164
C: -4.484 -4.758 -3.444
C: -5.399 -4.083 -2.615
C: -4.994 -3.421 -1.478
C: -3.631 -3.451 -1.194
H: -1.830 -3.961 4.339
H: -3.126 -2.782 4.513
H: -1.815 -2.498 3.366
H: -3.873 -4.771 3.177
H: -2.606 -4.492 2.016
H: -4.733 -2.396 2.655
H: -4.976 -3.617 1.424
H: -2.690 -1.570 1.418
H: -4.176 -1.427 0.496
H: 0.444 -3.512 -2.137
H: -0.430 -4.775 -3.009
H: 0.740 -5.084 -0.198
H: 1.438 -5.663 -1.683
H: 0.423 -7.534 -0.664
H: -0.589 -7.145 -2.029
H: -1.202 -6.307 0.866
H: -1.841 -7.757 0.106
H: -2.324 -6.185 -0.496
H: -2.440 -5.300 -3.810
H: -4.852 -5.264 -4.326
H: -6.447 -4.088 -2.881
H: -5.700 -2.906 -0.842

***

[4]
This record from the Open Molecules 2025 dataset describes C20H26Br2N5PtS as an isolated structure. The level of theory is ωB97M-V/def2-TZVPD.

* total charge: +1
* lowest unoccupied orbital energy: -3.06 eV
* HOMO-LUMO gap: 7.8 eV
* multiplicity: 1
* ΔE to the lowest compared entry with this formula, charge and spin: 12.38 kcal/mol

Positions of all 55 atoms, in Å:
Pt: -0.361 -0.387 0.368
Br: -0.370 1.672 2.242
C: -1.619 2.918 1.418
Br: -2.679 2.014 0.122
H: -1.020 3.676 0.929
H: -2.254 3.323 2.196
C: 4.973 0.409 1.307
C: 3.528 0.789 1.634
C: 2.945 1.786 0.660
C: 3.375 3.110 0.721
C: 2.828 4.081 -0.099
C: 1.835 3.739 -1.007
C: 1.384 2.429 -1.112
C: 0.388 2.058 -2.181
C: 1.086 1.571 -3.454
C: 1.958 1.468 -0.273
N: 1.447 0.134 -0.347
C: 2.166 -0.881 -0.733
C: 1.540 -2.145 -0.709
C: 1.888 -3.460 -0.999
C: 0.754 -4.232 -0.731
C: -0.246 -3.368 -0.288
N: 0.228 -2.112 -0.279
H: 5.366 -0.295 2.039
H: 5.617 1.289 1.306
H: 5.052 -0.051 0.320
H: 3.496 1.236 2.631
H: 2.913 -0.111 1.680
H: 4.137 3.380 1.443
H: 3.173 5.104 -0.032
H: 1.412 4.494 -1.659
H: -0.228 2.929 -2.409
H: -0.288 1.275 -1.828
H: 1.804 2.311 -3.810
H: 0.363 1.388 -4.249
H: 1.626 0.641 -3.272
H: 3.181 -0.731 -1.085
H: 2.843 -3.800 -1.365
H: 0.649 -5.298 -0.847
H: -1.265 -3.594 -0.018
C: -6.563 -1.828 -0.205
C: -5.228 -2.413 -0.669
C: -4.094 -2.055 0.234
N: -3.076 -1.365 -0.122
N: -2.185 -1.168 0.916
C: -2.553 -1.729 2.042
N: -1.840 -1.666 3.175
S: -4.062 -2.541 1.916
H: -7.358 -2.132 -0.882
H: -6.526 -0.739 -0.188
H: -6.829 -2.174 0.795
H: -4.961 -2.039 -1.657
H: -5.297 -3.501 -0.736
H: -0.932 -1.233 3.155
H: -2.117 -2.171 3.997